<a>
Entry from the Open Molecules 2025 dataset: a single C4H8FN molecule (ωB97M-V/def2-TZVPD).

Geometry as XYZ:
```
14
C4H8FN ωB97M-V/def2-TZVPD
N -0.275 -0.140 -2.138
C -0.315 0.715 -0.951
C 0.449 0.121 0.231
F 1.756 -0.187 -0.185
C -0.231 -0.904 1.135
C 0.202 0.408 1.663
H -0.612 -1.062 -1.939
H 0.692 -0.263 -2.425
H 0.193 1.625 -1.194
H -1.349 0.990 -0.637
H 0.403 -1.765 1.268
H -1.302 -1.151 0.911
H 1.044 0.521 2.376
H -0.655 1.091 1.886
```

Output
Structure (SMILES)   NCC1(F)CC1
Frontier orbital gap   10.606 eV
HOMO   -9.5 eV
LUMO   1.10 eV
Spin multiplicity   1



<b>
Entry from the Open Molecules 2025 dataset: a molecular structure, C4H8FN (ωB97M-V/def2-TZVPD).

Geometry as XYZ:
```
14
C4H8FN ωB97M-V/def2-TZVPD
C -0.249 -0.414 0.260
C -1.076 0.609 -0.029
C 1.199 -0.571 0.356
C -2.572 0.192 0.000
N 2.035 0.157 -0.271
F 4.444 -0.201 -0.262
H 3.364 0.049 -0.209
H -0.829 -1.348 0.473
H -0.689 1.492 -0.481
H 1.448 -1.296 1.120
H -3.007 0.378 -1.088
H -3.066 0.925 0.707
H -2.779 -0.766 0.424
H 1.777 0.793 -1.000
```

Output
Frontier orbital gap   9.993 eV
HOMO   -10.4 eV
LUMO   -0.45 eV
Spin multiplicity   1



Which structure wins on stability? <a> wins.



<a>
Entry from the Open Molecules 2025 dataset: 2 unconnected molecules or ions with the total composition C11H12NO2 (ωB97M-V/def2-TZVPD).

Geometry as XYZ:
```
26
C11H12NO2 ωB97M-V/def2-TZVPD
C -1.218 1.376 -0.761
C 0.957 0.528 0.234
C -0.153 1.429 0.230
C 1.807 1.026 1.265
C 0.035 2.395 1.225
C 1.364 -0.550 -0.493
C 2.600 -1.209 -0.141
C 3.282 -0.721 1.000
C 3.011 0.419 1.687
N 1.225 2.181 1.890
H 0.884 -0.919 -1.289
H 3.007 -1.851 -0.896
H 4.184 -1.288 1.244
H -1.354 0.429 -1.366
H -1.256 2.173 -1.467
H -0.732 2.845 1.755
H 1.680 2.833 2.461
H 3.673 0.856 2.530
H -2.249 1.457 -0.255
C -3.203 -2.594 -0.474
C -2.765 -1.482 -1.533
O -1.563 -1.501 -1.787
O -3.546 -0.599 -1.808
H -2.540 -3.520 -0.505
H -4.231 -3.012 -0.652
H -3.080 -2.179 0.534
```

Output
Charge   -1
Frontier orbital gap   7.358 eV
HOMO   -4.2 eV
LUMO   3.13 eV
Spin multiplicity   1



<b>
Entry from the Open Molecules 2025 dataset: 2 unconnected molecules or ions with the total composition C11H12NO2 (ωB97M-V/def2-TZVPD).

Geometry as XYZ:
```
26
C11H12NO2 ωB97M-V/def2-TZVPD
C 0.657 -1.115 -1.843
C -0.627 -0.998 0.215
C 0.576 -1.359 -0.417
C -0.679 -1.482 1.542
C 1.281 -2.028 0.592
C -1.802 -0.332 -0.152
C -2.869 -0.099 0.730
C -2.949 -0.723 2.017
C -1.699 -1.318 2.452
N 0.628 -2.054 1.823
H -1.717 0.238 -1.171
H -3.792 0.422 0.340
H -3.823 -0.693 2.686
H 0.917 0.017 -1.944
H -0.184 -1.163 -2.439
H 2.193 -2.580 0.469
H 1.042 -2.051 2.727
H -1.710 -1.708 3.424
H 1.099 -2.016 -2.294
C 2.417 3.081 -0.817
C 1.269 2.881 -1.859
O 0.236 2.443 -1.354
O 1.443 3.162 -3.041
H 1.964 2.912 0.119
H 2.821 4.090 -0.863
H 3.307 2.473 -0.942
```

Output
Charge   -1
Frontier orbital gap   7.036 eV
HOMO   -3.9 eV
LUMO   3.13 eV
Spin multiplicity   1



Which structure wins on stability? <a> wins.



<a>
Entry from the Open Molecules 2025 dataset: a gas-phase ion, C4H10NO (charge +1) (ωB97M-V/def2-TZVPD).

Geometry as XYZ:
```
16
C4H10NO ωB97M-V/def2-TZVPD
N 0.265 -0.588 2.078
C 0.814 0.407 1.042
C -0.170 0.601 -0.094
C 0.165 -0.053 -1.430
C -1.060 -0.127 -2.327
O -2.167 0.124 -1.947
H 0.082 -0.106 2.958
H 0.913 -1.353 2.272
H -0.611 -1.004 1.757
H 1.798 0.028 0.801
H 0.930 1.324 1.600
H -1.131 0.158 0.202
H -0.467 1.633 -0.244
H 0.946 0.447 -2.025
H 0.551 -1.070 -1.279
H -0.856 -0.420 -3.364
```

Output
Charge   +1
Structure (SMILES)   [NH3+]CCCC=O
Frontier orbital gap   9.502 eV
HOMO   -13.4 eV
LUMO   -3.91 eV
Spin multiplicity   1



<b>
Entry from the Open Molecules 2025 dataset: 2 unconnected molecules or ions with the total composition C4H10NO (ωB97M-V/def2-TZVPD).

Geometry as XYZ:
```
16
C4H10NO ωB97M-V/def2-TZVPD
C 2.179 -0.072 -0.116
C -0.586 -0.588 0.667
C -1.775 -1.435 0.163
C -0.981 0.834 1.025
N 2.096 0.716 -1.230
O 0.506 -1.024 0.852
H 2.236 -1.143 -0.006
H 2.080 0.458 0.804
H -1.956 -2.228 0.844
H -1.583 -1.951 -0.740
H -2.769 -0.836 -0.059
H -1.301 1.356 0.093
H -0.088 1.327 1.568
H -1.770 0.691 1.716
H 2.318 1.684 -1.053
H 2.500 0.189 -2.030
```

Output
Charge   +1
Frontier orbital gap   9.010 eV
HOMO   -14.2 eV
LUMO   -5.22 eV
Spin multiplicity   1



Which structure wins on stability? <a> wins.



<a>
Entry from the Open Molecules 2025 dataset: 2 unconnected molecules or ions with the total composition C4H10NO (ωB97M-V/def2-TZVPD).

Geometry as XYZ:
```
16
C4H10NO ωB97M-V/def2-TZVPD
C 1.357 -0.229 0.557
C 0.661 0.808 -0.261
C 1.020 2.097 -0.213
C -0.738 -0.708 -1.501
N -0.512 0.468 -1.019
H 0.989 -0.112 1.593
H 0.994 -1.255 0.475
H 2.419 -0.077 0.538
H 0.925 2.781 -1.057
H 1.173 2.660 0.700
H -0.137 -1.546 -1.184
H -1.729 -0.814 -1.935
H -0.715 1.327 -1.533
H -2.566 -1.506 1.378
H -1.501 -2.114 2.179
O -1.643 -1.778 1.283
```

Output
Charge   +1
Frontier orbital gap   7.872 eV
HOMO   -13.7 eV
LUMO   -5.80 eV
Spin multiplicity   1



<b>
Entry from the Open Molecules 2025 dataset: 2 unconnected molecules or ions with the total composition C4H10NO (ωB97M-V/def2-TZVPD).

Geometry as XYZ:
```
16
C4H10NO ωB97M-V/def2-TZVPD
C -0.896 -2.054 1.709
C 0.866 0.666 -0.874
C 2.011 -0.225 -0.600
C -1.354 1.761 -0.408
N -0.236 0.803 -0.176
O 0.011 -1.685 1.009
H -0.968 -3.178 2.100
H -1.910 -1.479 1.941
H 1.063 1.244 -1.817
H 1.959 -0.913 0.237
H 2.996 0.226 -0.774
H 1.903 -0.939 -1.458
H -2.248 1.118 -0.395
H -1.527 2.461 0.513
H -1.181 2.230 -1.328
H -0.490 -0.035 0.321
```

Output
Charge   +1
Frontier orbital gap   10.240 eV
HOMO   -14.6 eV
LUMO   -4.37 eV
Spin multiplicity   1



<c>
Entry from the Open Molecules 2025 dataset: 2 unconnected molecules or ions with the total composition C4H10NO (ωB97M-V/def2-TZVPD).

Geometry as XYZ:
```
16
C4H10NO ωB97M-V/def2-TZVPD
C 2.174 0.379 -0.992
C 1.110 1.007 -0.381
C -1.441 -1.408 0.133
C 0.675 0.904 0.911
N -1.198 -0.017 0.287
O 0.262 1.864 1.661
H 2.465 0.724 -1.979
H 2.652 -0.366 -0.419
H 0.704 1.834 -0.954
H -1.248 -1.813 1.069
H -2.533 -1.649 0.051
H -0.907 -1.819 -0.678
H 0.915 0.014 1.545
H -1.580 0.595 -0.420
H -1.351 0.457 1.220
H -0.013 2.676 1.181
```

Output
Charge   +1
Frontier orbital gap   9.061 eV
HOMO   -14.0 eV
LUMO   -4.97 eV
Spin multiplicity   1



Which structure wins on stability? <b> wins.



<a>
Entry from the Open Molecules 2025 dataset: 2 unconnected molecules or ions with the total composition C4H10NO (ωB97M-V/def2-TZVPD).

Geometry as XYZ:
```
16
C4H10NO ωB97M-V/def2-TZVPD
C 0.884 0.400 1.469
C 0.537 1.424 0.392
C 1.150 2.540 0.131
C -0.583 -0.559 -0.625
N -0.269 0.726 -0.563
H 1.026 0.756 2.515
H 1.860 -0.111 1.229
H 0.142 -0.446 1.655
H 1.041 2.973 -0.952
H 1.664 3.033 1.039
H -1.302 -0.851 -1.327
H -0.047 -1.334 -0.160
H -0.611 1.414 -1.240
H -1.265 -3.836 -1.477
H -1.913 -3.631 0.036
O -1.329 -3.235 -0.699
```

Output
Charge   +1
Frontier orbital gap   9.175 eV
HOMO   -14.6 eV
LUMO   -5.45 eV
Spin multiplicity   1



<b>
Entry from the Open Molecules 2025 dataset: a gas-phase ion, C4H10NO (charge +1) (ωB97M-V/def2-TZVPD).

Geometry as XYZ:
```
16
C4H10NO ωB97M-V/def2-TZVPD
C -0.060 -1.326 -0.956
C 0.648 -0.277 -0.142
N 1.891 -0.834 0.389
C -0.235 0.282 0.994
C -1.350 1.209 0.374
O -1.544 1.536 -0.737
H -0.843 -0.899 -1.704
H 0.815 -1.717 -1.430
H -0.577 -2.165 -0.448
H 1.094 0.465 -0.817
H 1.838 -1.480 1.261
H 2.329 -1.454 -0.279
H 2.676 -0.190 0.583
H -0.674 -0.566 1.463
H 0.526 0.658 1.763
H -2.087 1.573 1.163
```

Output
Charge   +1
Structure (SMILES)   C[C@H]([NH3+])CC=O
Frontier orbital gap   9.873 eV
HOMO   -13.9 eV
LUMO   -4.01 eV
Spin multiplicity   1



<c>
Entry from the Open Molecules 2025 dataset: 2 unconnected molecules or ions with the total composition C4H10NO (ωB97M-V/def2-TZVPD).

Geometry as XYZ:
```
16
C4H10NO ωB97M-V/def2-TZVPD
C -0.480 0.189 -0.944
C -0.335 -1.283 -0.827
C -1.383 -2.083 -0.208
C 1.391 2.802 1.270
N 0.628 -0.319 -0.134
O 1.586 1.671 0.844
H 0.021 0.536 -1.822
H -1.293 0.730 -0.524
H 0.305 -1.678 -1.586
H -2.059 -1.342 0.333
H -1.084 -2.965 0.521
H -1.924 -2.438 -1.030
H 0.429 3.086 1.819
H 2.115 3.614 1.518
H 0.462 -0.261 0.913
H 1.622 -0.260 -0.142
```

Output
Charge   +1
Frontier orbital gap   10.985 eV
HOMO   -14.3 eV
LUMO   -3.34 eV
Spin multiplicity   1



<d>
Entry from the Open Molecules 2025 dataset: a gas-phase ion, C4H10NO (charge +1) (ωB97M-V/def2-TZVPD).

Geometry as XYZ:
```
16
C4H10NO ωB97M-V/def2-TZVPD
O -2.554 0.694 -0.175
C -1.705 -0.309 0.316
C -0.514 -0.550 -0.651
C 0.688 0.418 -0.348
C 1.500 0.484 0.868
N 2.074 0.030 -0.401
H -3.440 0.539 0.225
H -2.293 -1.136 0.312
H -1.234 -0.055 1.267
H -0.066 -1.570 -0.600
H -0.823 -0.351 -1.714
H 0.468 1.458 -0.704
H 1.884 1.292 1.263
H 1.274 -0.348 1.683
H 2.763 0.485 -0.982
H 1.979 -1.082 -0.358
```

Output
Charge   +1
Structure (SMILES)   OCC[C@H]1C[NH2+]1
Frontier orbital gap   10.620 eV
HOMO   -14.2 eV
LUMO   -3.60 eV
Spin multiplicity   1



Which structure wins on stability? <b> wins.



<a>
Entry from the Open Molecules 2025 dataset: a gas-phase ion, C4H10NO (charge +1) (ωB97M-V/def2-TZVPD).

Geometry as XYZ:
```
16
C4H10NO ωB97M-V/def2-TZVPD
C -1.930 1.011 -0.279
C -1.073 0.051 -0.084
C -0.913 -1.409 0.063
N 0.486 0.617 0.645
C 1.591 0.641 -0.365
O 2.314 -0.492 -0.135
H -1.547 2.079 -0.279
H -2.853 0.682 -0.655
H -0.522 -1.573 0.967
H -0.161 -1.950 -0.572
H -1.972 -1.710 -0.182
H 0.465 1.502 1.140
H 0.823 -0.089 1.324
H 1.346 0.485 -1.441
H 2.184 1.427 -0.109
H 1.761 -1.272 -0.039
```

Output
Charge   +1
Structure (SMILES)   C=C(C)[NH2+]CO
Frontier orbital gap   11.946 eV
HOMO   -15.4 eV
LUMO   -3.49 eV
Spin multiplicity   1



<b>
Entry from the Open Molecules 2025 dataset: 2 unconnected molecules or ions with the total composition C4H10NO (ωB97M-V/def2-TZVPD).

Geometry as XYZ:
```
16
C4H10NO ωB97M-V/def2-TZVPD
C -0.199 0.038 1.027
C 0.508 -0.134 -0.232
C -1.686 0.172 1.043
C 1.525 -1.072 -0.794
N 0.569 1.196 0.333
O -0.941 0.600 -1.673
H 0.342 -0.454 1.898
H -1.840 0.810 1.985
H -2.003 -0.898 1.195
H -2.039 0.507 0.145
H 2.043 -1.537 0.117
H 2.269 -0.567 -1.477
H 0.966 -1.816 -1.473
H -0.086 1.556 -0.394
H 1.496 1.527 0.702
H -0.924 0.074 -2.402
```

Output
Charge   +1
Frontier orbital gap   9.638 eV
HOMO   -15.2 eV
LUMO   -5.57 eV
Spin multiplicity   1



<c>
Entry from the Open Molecules 2025 dataset: 2 unconnected molecules or ions with the total composition C4H10NO (ωB97M-V/def2-TZVPD).

Geometry as XYZ:
```
16
C4H10NO ωB97M-V/def2-TZVPD
C 0.259 1.649 2.216
C -0.555 0.744 0.099
N -0.499 1.681 0.955
H -0.423 1.478 3.045
H 0.725 2.626 2.321
H 1.010 0.867 2.176
H -0.001 -0.172 0.241
H -1.109 0.899 -0.818
H -0.987 2.549 0.756
C 0.848 -1.123 -2.069
C -0.110 -1.905 -1.585
O -0.107 -2.331 -0.292
H 0.789 -0.813 -3.102
H 1.701 -0.772 -1.502
H -0.915 -2.238 -2.229
H -0.628 -3.139 -0.211
```

Output
Charge   +1
Frontier orbital gap   8.043 eV
HOMO   -12.9 eV
LUMO   -4.85 eV
Spin multiplicity   1



Which structure wins on stability? <c> wins.



<a>
Entry from the Open Molecules 2025 dataset: a gas-phase ion, C4H10NO (charge +1) (ωB97M-V/def2-TZVPD).

Geometry as XYZ:
```
16
C4H10NO ωB97M-V/def2-TZVPD
C -1.704 0.979 -0.386
C -1.057 -0.211 0.111
O -1.470 -1.209 0.795
N 0.462 -0.407 -0.243
C 1.008 -1.677 0.168
C 1.188 0.602 -0.890
H -1.038 1.785 -0.274
H -2.253 0.878 -1.327
H -2.610 1.029 0.285
H -2.424 -1.203 1.129
H 0.318 -2.283 0.860
H 1.978 -1.427 0.775
H 1.152 -2.342 -0.773
H 0.755 1.533 -0.593
H 1.135 0.396 -1.878
H 2.318 0.705 -0.558
```

Output
Charge   +1
Structure (SMILES)   CC(O)=[N+](C)C
Frontier orbital gap   9.640 eV
HOMO   -14.2 eV
LUMO   -4.51 eV
Spin multiplicity   1



<b>
Entry from the Open Molecules 2025 dataset: 2 unconnected molecules or ions with the total composition C4H10NO (ωB97M-V/def2-TZVPD).

Geometry as XYZ:
```
16
C4H10NO ωB97M-V/def2-TZVPD
C -0.566 -0.074 0.985
C -0.491 1.241 1.495
C -0.701 -1.443 -2.016
C 1.807 0.612 0.668
N 0.371 0.846 0.359
O 2.183 0.458 1.743
H -0.146 -0.971 1.451
H -1.396 -0.295 0.362
H -1.129 2.062 1.410
H 0.217 1.300 2.306
H -1.077 -0.878 -2.859
H -0.779 -2.544 -2.121
H 0.325 -1.197 -1.824
H 2.475 0.862 -0.168
H 0.273 1.186 -0.577
H -1.368 -1.165 -1.215
```

Output
Charge   +1
Frontier orbital gap   12.305 eV
HOMO   -16.6 eV
LUMO   -4.34 eV
Spin multiplicity   1



Which structure wins on stability? <a> wins.